(1)
{"formula": "C27H69BrFIN7O6P3Sb", "method": "the ωB97M-V functional and the def2-TZVPD basis", "symbols": ["C", "N", "C", "Sb", "O", "C", "C", "C", "C", "C", "C", "O", "C", "C", "O", "C", "C", "C", "Br", "C", "C", "F", "P", "O", "I", "H", "H", "H", "H", "H", "H", "H", "H", "H", "H", "H", "H", "H", "H", "H", "H", "H", "H", "H", "H", "H", "H", "H", "H", "H", "H", "H", "H", "H", "H", "H", "H", "H", "O", "P", "N", "C", "C", "N", "C", "C", "N", "C", "C", "H", "H", "H", "H", "H", "H", "H", "H", "H", "H", "H", "H", "H", "H", "H", "H", "H", "H", "O", "P", "N", "C", "C", "N", "C", "C", "N", "C", "C", "H", "H", "H", "H", "H", "H", "H", "H", "H", "H", "H", "H", "H", "H", "H", "H", "H", "H"], "coordinates": [[0.218016, -3.788533, 3.456705], [0.529585, -3.429128, 2.029833], [0.654903, -1.938996, 1.968539], [1.478482, -1.204420, 0.005357], [2.136064, -0.400175, -1.792469], [3.360369, -2.299827, 0.324921], [4.634605, -1.724121, -0.503492], [4.708729, -2.245013, -2.015825], [6.234068, -2.515247, -2.523199], [6.859003, -1.236103, -3.270494], [6.128214, -0.888603, -4.662033], [6.866273, 0.045818, -5.499259], [6.034458, 1.173401, -5.819842], [5.166636, 1.245701, -7.177871], [5.958127, 2.184982, -5.075983], [-0.451900, -0.048498, -0.194624], [-0.329634, 1.246961, -1.123085], [-0.708026, 0.946416, -2.673900], [-1.785499, 2.522937, -0.504899], [0.488967, -2.785639, -1.160164], [1.086839, -4.248060, -1.147133], [0.322453, -2.412661, -2.575996], [2.557909, 0.657552, 1.354735], [3.572336, 1.646296, 0.320057], [0.898278, 2.233916, 2.239535], [0.742399, -3.106428, 4.210021], [0.551763, -4.879814, 3.619316], [-0.921853, -3.719013, 3.586808], [1.457111, -3.843615, 1.829443], [1.426484, -1.605062, 2.771286], [-0.361412, -1.491551, 2.220121], [2.313343, 0.557228, -1.694686], [3.344876, -3.426605, 0.199047], [3.645422, -2.118627, 1.435244], [5.558981, -2.175143, 0.034166], [4.756956, -0.589794, -0.402520], [4.338213, -1.371903, -2.674825], [4.009546, -3.116941, -2.231970], [6.901240, -2.721010, -1.607964], [6.250855, -3.457144, -3.192031], [6.759130, -0.319158, -2.576259], [7.980784, -1.367102, -3.463015], [5.145077, -0.354978, -4.366914], [5.805418, -1.851302, -5.193310], [4.184647, 1.798546, -7.024065], [5.001822, 0.229109, -7.662360], [5.776442, 1.876050, -7.923170], [-1.223168, -0.733991, -0.723516], [-0.928978, 0.160319, 0.835276], [0.644963, 1.824729, -1.033677], [-0.438901, 1.841484, -3.350243], [-1.834024, 0.704738, -2.760218], [-0.151675, 0.045467, -3.094609], [-0.597025, -2.857140, -0.764733], [2.168760, -4.218266, -1.533211], [0.507031, -4.871142, -1.931939], [1.071311, -4.803801, -0.156361], [4.478208, 1.435949, 0.626506], [-3.886742, -0.392052, -5.287330], [-4.850031, -1.585335, -5.156340], [-4.949085, -1.441875, -3.460289], [-4.536036, -2.385157, -2.443508], [-5.532846, -0.228117, -2.904628], [-3.661663, -2.753376, -5.599096], [-3.235830, -3.891004, -4.804816], [-2.539560, -2.296129, -6.416893], [-6.009237, -2.931673, -5.090822], [-6.334974, -3.413777, -6.455258], [-7.307610, -2.650296, -4.452137], [-4.930112, -3.388828, -2.624179], [-4.907542, -2.113266, -1.449839], [-3.446062, -2.428510, -2.366283], [-6.623118, -0.319911, -2.821628], [-5.326648, 0.641806, -3.534096], [-5.134742, 0.011284, -1.914893], [-2.514793, -3.601805, -4.034370], [-2.752000, -4.643502, -5.438416], [-4.068071, -4.418394, -4.340105], [-1.782356, -1.790155, -5.808442], [-2.877106, -1.613796, -7.198984], [-2.057631, -3.133064, -6.933931], [-6.830521, -2.631890, -7.042281], [-6.988297, -4.289290, -6.411076], [-5.446231, -3.727639, -7.004209], [-7.768628, -1.747225, -4.863993], [-7.214954, -2.535710, -3.371893], [-8.001565, -3.485183, -4.588739], [-0.476967, 2.497069, 6.508082], [-0.070050, 3.938187, 6.858538], [-0.352857, 3.710736, 8.527201], [-1.314854, 4.368175, 9.382967], [0.469957, 2.741263, 9.237542], [-1.446966, 4.644954, 6.098493], [-2.434755, 5.496933, 6.731115], [-2.086648, 3.885546, 5.025682], [0.473613, 5.595815, 7.196060], [0.934376, 6.262597, 5.952805], [1.583397, 5.741126, 8.155507], [-1.275636, 5.456734, 9.291512], [-1.130239, 4.169702, 10.444336], [-2.330580, 4.019947, 9.173952], [1.396599, 3.204181, 9.598439], [0.753529, 1.905588, 8.592024], [-0.047712, 2.302066, 10.095089], [-3.172857, 4.915954, 7.293495], [-2.981141, 6.077320, 5.978714], [-1.991042, 6.246189, 7.385822], [-2.738065, 3.100470, 5.425269], [-1.341015, 3.428262, 4.374194], [-2.690987, 4.534786, 4.383223], [1.806312, 5.750850, 5.530572], [1.197356, 7.305714, 6.147541], [0.159470, 6.284734, 5.185702], [2.424431, 5.091157, 7.895586], [1.271902, 5.520648, 9.177018], [1.942422, 6.774121, 8.186937]], "atomic_forces_ev_per_a": [[-0.4, -0.9, -0.3], [0.6, 0.5, 1.4], [0.5, -0.1, 0.8], [-1.9, -0.2, -1.0], [0.2, 0.5, 0.5], [2.4, 0.5, 0.8], [0.5, -1.4, 0.6], [0.5, 1.6, -0.8], [-0.3, 0.0, 0.2], [0.1, 0.3, -0.2], [-1.8, -0.2, 1.9], [-1.7, 1.2, -0.5], [-0.9, 3.1, 1.6], [1.0, -0.4, -0.3], [0.8, -4.2, -2.5], [-1.4, 0.6, -0.9], [-0.6, -1.2, -0.7], [0.1, 0.0, 0.0], [0.4, 0.0, -0.2], [-1.5, -1.7, -0.4], [0.4, -0.2, -1.5], [0.3, -0.5, 1.6], [2.0, 1.1, 0.5], [-0.4, -1.0, 0.8], [0.1, 0.0, -0.1], [-0.7, -0.9, -0.9], [-0.6, 1.6, 0.0], [1.7, -0.1, 0.1], [-0.7, 0.5, 0.1], [-1.2, -0.2, -1.0], [1.3, -0.4, -0.4], [0.0, -0.7, 0.0], [-0.2, 1.3, 0.0], [-0.6, -0.3, -1.6], [-1.3, 0.7, -0.8], [-0.5, -1.6, -0.4], [0.2, -1.5, 1.1], [1.0, 1.0, 0.5], [-1.0, 0.2, -1.4], [0.1, 1.5, 0.9], [0.1, -1.4, -1.1], [-1.5, 0.0, 0.2], [1.4, -1.0, -0.5], [0.9, 1.4, 0.3], [1.4, -0.9, 0.2], [0.2, 1.3, 0.8], [-0.8, -0.9, 1.2], [1.2, 1.0, 0.7], [1.1, 0.0, -1.6], [-1.4, -0.7, 0.1], [-0.6, -1.2, 1.2], [1.8, 0.6, 0.2], [-0.5, 1.1, 0.9], [1.7, 0.2, -0.5], [-1.5, -0.1, 0.6], [0.8, 0.9, 1.3], [-0.2, 1.1, -1.2], [-0.7, 0.4, -0.2], [-3.4, 1.1, -2.8], [6.2, -3.1, 5.2], [-0.9, 0.7, 1.3], [-0.1, -0.5, -0.1], [0.1, 0.3, -0.4], [0.2, -0.2, -0.9], [-0.4, -0.6, 0.0], [0.0, 0.4, 0.0], [-1.7, 1.9, -2.5], [0.1, -0.5, -0.4], [-0.2, 0.1, 0.6], [0.1, -0.1, -0.1], [-0.1, 0.3, -0.3], [0.0, -0.2, 0.0], [-0.2, 0.1, 0.2], [0.1, -0.1, 0.0], [0.1, -0.2, -0.1], [0.0, 0.0, 0.0], [0.1, 0.2, -0.1], [-0.1, 0.3, 0.1], [0.1, 0.1, -0.1], [0.1, 0.1, 0.2], [-0.2, -0.2, 0.2], [-0.2, -0.2, 0.0], [-0.1, 0.1, 0.2], [0.1, 0.2, 0.3], [-0.2, -0.1, 0.1], [0.3, 0.2, -0.1], [0.2, 0.0, -0.3], [4.0, 0.5, -1.6], [-7.8, 0.3, 2.9], [0.7, -0.4, 1.8], [0.1, 0.5, -0.2], [0.2, -0.3, -0.5], [-0.2, 0.2, -0.8], [0.3, 0.7, 0.0], [0.2, -0.3, -0.1], [2.8, -1.0, -1.8], [-0.2, 0.5, -0.5], [0.0, -0.1, 0.6], [-0.2, 0.1, -0.1], [0.2, -0.2, -0.2], [-0.1, 0.2, 0.0], [0.1, -0.1, 0.2], [-0.1, 0.1, -0.1], [-0.1, 0.1, -0.1], [-0.1, 0.0, 0.1], [0.0, -0.2, -0.1], [0.1, -0.2, 0.1], [0.0, -0.1, -0.1], [-0.1, -0.1, 0.2], [0.1, 0.2, 0.3], [0.1, 0.2, 0.0], [0.1, -0.1, 0.2], [0.0, -0.2, 0.2], [0.1, 0.2, 0.1], [-0.2, -0.3, -0.2], [-0.1, -0.1, -0.3]], "gap_ev": 5.1, "e_tot_ha": -6140.44422, "charge": -1}

(2)
{"formula": "C2H2N4O", "method": "the ωB97M-V functional and the def2-TZVPD basis", "symbols": ["N", "C", "N", "O", "N", "C", "N", "H", "H"], "coordinates": [[2.163088, 2.133431, 0.051715], [1.507121, 1.195700, 0.011419], [0.823108, 0.051142, -0.044709], [1.443024, -1.269653, 0.065718], [0.138886, -1.843338, 0.137116], [-0.409935, -0.672699, 0.049467], [-1.613722, -0.026025, -0.136047], [-2.506397, -0.557305, -0.310327], [-1.545171, 0.988743, 0.175651]], "atomic_forces_ev_per_a": [[0.5, 1.1, 0.0], [-1.2, -1.9, 0.1], [0.2, -1.4, 0.0], [0.3, 0.9, 0.1], [-1.0, 0.4, 0.0], [0.4, 1.8, -0.7], [0.1, 0.1, 0.6], [1.7, 1.2, 0.6], [-0.9, -2.2, -0.7]], "gap_ev": 10.0, "de_lowest_kcal_mol": 78.7, "e_tot_ha": -371.49495, "smiles": "N#Cn1onc1N"}